{
  "formula": "C28H46BClN13O4RbS4",
  "method": "wB97M-V/def2-TZVPD",
  "homo_ev": [0.99, 0.99],
  "energy_ha": -4208.6761,
  "charge": -2,
  "lumo_energy_ev": [3.515, 3.514],
  "symbols": ["Rb", "C", "C", "C", "C", "N", "C", "C", "N", "B", "N", "C", "C", "N", "C", "S", "C", "C", "C", "C", "N", "C", "C", "N", "C", "S", "C", "C", "C", "C", "C", "S", "H", "H", "H", "H", "H", "H", "H", "H", "H", "H", "H", "H", "H", "H", "H", "H", "H", "H", "H", "H", "H", "H", "H", "H", "H", "H", "H", "H", "H", "H", "H", "H", "H", "H", "O", "Cl", "O", "O", "O", "C", "C", "N", "N", "C", "S", "N", "N", "H", "H", "H", "H", "H", "H", "N", "C", "C", "N", "C", "C", "N", "H", "H", "H", "H", "H", "H"],
  "coordinates": [[0.563, -0.773, 0.805], [0.656, 1.900, 4.891], [0.785, 3.178, 4.030], [0.307, 4.365, 4.894], [2.281, 3.359, 3.693], [-0.005, 3.152, 2.756], [-0.002, 4.195, 1.891], [-0.803, 3.908, 0.817], [-1.332, 2.679, 0.973], [-2.310, 2.087, -0.098], [-1.640, 1.900, -1.498], [-2.376, 1.800, -2.622], [-1.538, 1.619, -3.692], [-0.252, 1.594, -3.267], [-0.346, 1.775, -1.910], [0.769, 1.773, -1.001], [0.894, 1.383, -4.210], [0.889, 2.506, -5.270], [2.286, 1.388, -3.538], [0.724, 0.017, -4.910], [-3.025, 0.783, 0.377], [-3.972, 0.795, 1.332], [-4.427, -0.484, 1.527], [-3.775, -1.334, 0.697], [-2.916, -0.524, -0.004], [-1.981, -0.981, -1.003], [-4.056, -2.806, 0.687], [-3.211, -3.612, -0.326], [-5.541, -3.033, 0.333], [-3.769, -3.383, 2.090], [-0.834, 2.230, 2.166], [-1.140, 0.933, 2.720], [1.264, 1.992, 5.817], [1.035, 1.010, 4.345], [-0.395, 1.738, 5.211], [0.885, 4.425, 5.842], [-0.769, 4.247, 5.145], [0.435, 5.331, 4.363], [2.894, 3.400, 4.619], [2.459, 4.299, 3.131], [2.638, 2.510, 3.071], [0.548, 5.117, 2.023], [-0.988, 4.562, -0.026], [-3.164, 2.909, -0.252], [-3.457, 1.850, -2.664], [-1.862, 1.503, -4.718], [1.012, 3.495, -4.780], [-0.061, 2.517, -5.843], [1.718, 2.367, -5.998], [2.490, 2.363, -3.047], [3.085, 1.233, -4.296], [2.380, 0.560, -2.803], [-0.231, -0.034, -5.473], [0.726, -0.801, -4.157], [1.550, -0.166, -5.631], [-4.316, 1.678, 1.857], [-5.191, -0.766, 2.239], [-3.407, -3.277, -1.367], [-3.474, -4.692, -0.280], [-2.128, -3.536, -0.095], [-5.761, -2.622, -0.676], [-6.213, -2.535, 1.064], [-5.789, -4.117, 0.335], [-2.702, -3.226, 2.358], [-3.985, -4.473, 2.123], [-4.396, -2.895, 2.865], [0.968, -2.832, 4.171], [1.513, -1.724, 3.401], [2.622, -1.178, 4.171], [2.154, -2.364, 2.163], [0.429, -0.639, 3.426], [5.646, -0.114, -1.677], [5.140, 0.432, -0.384], [5.849, 1.190, 0.407], [5.007, 1.456, 1.460], [3.772, 0.832, 1.272], [2.511, 0.933, 2.340], [3.887, 0.173, 0.064], [2.909, -0.602, -0.566], [6.674, 0.212, -1.850], [5.016, 0.239, -2.498], [5.618, -1.207, -1.652], [5.285, 2.031, 2.245], [2.735, -0.179, -1.505], [3.308, -1.559, -0.698], [-1.212, -4.394, -3.723], [-0.323, -4.280, -2.657], [-0.299, -3.160, -1.826], [0.563, -3.020, -0.788], [1.424, -4.047, -0.625], [1.415, -5.156, -1.454], [0.544, -5.294, -2.482], [-2.174, -4.278, -3.423], [-1.056, -5.308, -4.140], [-0.981, -2.333, -1.982], [2.128, -3.955, 0.193], [2.115, -5.971, -1.314], [-0.922, -2.258, 2.290]],
  "forces_ev_per_a": [[-1.602, 0.215, -0.929], [-0.088, -0.315, 0.059], [0.272, -0.131, 0.575], [-0.379, 0.399, -0.039], [0.173, 1.450, 0.251], [0.542, 1.008, 0.175], [-0.207, 2.228, -2.040], [1.217, 2.268, 0.526], [-0.171, 0.595, -0.794], [0.582, -0.459, 0.701], [-0.195, 0.422, -0.722], [-0.392, -0.051, -2.402], [-3.101, 0.082, -0.799], [-0.065, 0.033, -0.805], [-7.668, -0.188, -5.769], [11.727, 0.442, 9.330], [0.266, -0.154, 0.073], [-0.193, 0.387, -0.152], [0.383, 0.210, 0.190], [-0.276, -0.375, -0.027], [-0.442, -0.065, -0.035], [-1.948, -0.845, 1.423], [-1.233, 2.023, 1.478], [-0.399, 0.261, 0.170], [-6.389, 3.380, 7.176], [8.437, -3.779, -10.021], [0.153, -0.736, 0.139], [0.412, -0.097, -0.353], [-0.418, 0.314, -0.175], [-0.074, 0.002, 0.401], [1.396, 7.112, -3.176], [-4.344, -10.977, 5.239], [-0.114, 0.339, -0.542], [-0.571, 0.643, 0.706], [0.721, -0.071, -0.339], [-0.279, -0.174, -0.593], [0.555, 0.066, -0.120], [-0.094, -0.455, 0.243], [-0.441, -0.026, -0.320], [-0.153, -0.229, 0.275], [-0.126, 1.903, 1.089], [0.023, -0.215, 0.138], [-0.027, -0.245, 0.042], [-0.437, 0.344, -0.168], [0.221, -0.017, 0.220], [0.237, -0.030, 0.098], [-0.083, -0.563, -0.278], [0.491, 0.007, 0.356], [-0.427, -0.003, 0.490], [-0.131, -0.834, -0.115], [-0.636, 0.028, 0.018], [-0.198, 0.900, -0.761], [0.495, 0.003, 0.363], [-0.052, 0.463, -0.434], [-0.404, 0.207, 0.448], [0.266, -0.097, -0.159], [0.223, -0.185, -0.143], [0.205, -0.125, 0.576], [-0.149, 0.571, 0.293], [-0.737, 0.073, -0.062], [0.069, -0.200, 0.488], [0.350, -0.230, -0.385], [0.300, 0.620, 0.024], [-0.245, 0.155, -0.180], [0.003, 0.524, -0.207], [0.260, -0.188, -0.378], [0.285, 0.338, -0.666], [-0.031, -2.851, 3.974], [0.333, 0.248, -0.318], [-1.401, 1.906, 1.171], [3.348, -2.813, -0.940], [0.012, 0.086, 0.134], [1.736, 0.385, -0.682], [-0.194, -0.379, -0.466], [-1.119, -1.207, -1.121], [-0.905, 1.023, 2.096], [1.519, -2.001, -2.483], [0.549, 0.679, 0.606], [1.416, -0.477, -1.166], [-0.219, -0.019, 0.133], [0.055, -0.123, -0.028], [-0.005, 0.056, -0.137], [-0.276, -0.368, -0.363], [0.027, -0.571, 1.372], [-0.602, 0.930, 0.236], [-0.084, -0.288, -0.188], [1.177, -0.830, 0.767], [1.120, 0.261, 0.540], [-0.401, -1.516, -1.867], [-0.246, 0.301, -0.017], [-0.584, 0.204, -0.648], [0.046, 0.600, 0.524], [0.048, 0.100, -0.150], [-0.306, 0.199, 0.048], [0.357, -0.716, -0.338], [-0.081, -0.040, 0.125], [0.022, 0.039, 0.047], [-0.691, -0.782, -0.550]],
  "mulliken_charge": [0.15, -1.62, 1.29, -1.86, -1.33, 0.76, -0.07, -1.61, -0.15, 2.23, -0.34, -1.34, -0.22, 0.63, -0.37, -0.19, 1.52, -1.71, -1.16, -1.38, 0.05, -1.42, -0.11, 0.61, -0.53, -0.08, 1.64, -1.86, -1.77, -1.59, 0.23, -0.23, 0.39, 0.44, 0.40, 0.41, 0.37, 0.34, 0.38, 0.26, -0.22, 0.40, 0.51, -0.32, 0.51, 0.41, 0.35, 0.36, 0.41, 0.38, 0.59, -0.24, 0.36, 0.10, 0.41, 0.50, 0.45, 0.35, 0.58, 0.30, 0.32, 0.36, 0.41, -0.15, 0.39, 0.29, -0.78, 1.73, -0.70, -0.58, -0.61, -1.01, 0.97, -1.08, 0.37, -0.46, 0.48, 0.27, -0.03, 0.36, 0.12, 0.27, 0.19, -0.58, 0.29, -0.56, 0.06, -1.06, 0.88, -0.51, -0.61, -0.74, 0.25, 0.31, 0.89, 0.44, 0.39, 0.05]
}